Computed, not measured: C6H9F9NO4S3 as an isolated structure in a non-equilibrium geometry, with ωB97M-V/def2-TZVPD.

Properties
- LUMO energy (eV) = 2.362
- gap between HOMO and LUMO (eV) = 8.1575
- total charge = -1

Last column: Löwdin charge in e.
Cartesian coordinates (Å):
O (1.739, 2.628, 1.910)  -0.406
S (0.309, 2.872, 1.993)  0.510
O (-0.078, 4.212, 2.347)  -0.375
N (-0.363, 1.775, 2.955)  -0.352
S (-1.686, 1.077, 2.417)  0.485
O (-2.124, 1.542, 1.112)  -0.379
O (-2.714, 1.069, 3.434)  -0.352
C (-1.230, -0.657, 2.229)  -0.241
C (0.248, -0.968, 2.437)  -0.234
C (1.198, -0.540, 1.323)  -0.169
C (0.968, -1.287, 0.001)  -0.067
C (0.564, -0.361, -1.141)  -0.480
F (-0.656, 0.156, -0.919)  0.118
F (1.457, 0.655, -1.262)  0.121
C (0.573, -1.143, -2.479)  -0.398
F (1.866, -1.352, -2.846)  0.111
F (-0.017, -2.356, -2.310)  0.104
S (-0.339, -0.294, -3.925)  0.774
F (-0.537, -1.699, -4.661)  -0.146
F (-1.706, -0.504, -3.170)  -0.119
F (-0.141, 1.115, -3.257)  -0.112
F (0.999, -0.085, -4.758)  -0.140
F (-1.134, 0.405, -5.101)  -0.123
H (-0.178, 2.615, 0.762)  0.056
H (-1.794, -1.170, 2.999)  0.086
H (-1.593, -1.037, 1.281)  0.086
H (0.570, -0.541, 3.377)  0.104
H (0.330, -2.053, 2.532)  0.107
H (1.183, 0.538, 1.218)  0.065
H (2.200, -0.781, 1.659)  0.116
H (0.200, -2.040, 0.122)  0.122
H (1.885, -1.792, -0.280)  0.126

Cartesian forces, eV/Å:
O -0.05 -0.04 0.07
S 0.53 0.05 0.53
O -0.16 0.15 -0.08
N -0.24 0.23 -0.95
S -0.58 0.07 0.32
O 0.25 0.05 -0.11
O 0.17 -0.07 0.13
C 0.44 -0.27 0.38
C -0.18 -0.27 -0.37
C -0.13 -0.12 0.26
C 0.02 0.53 0.06
C 0.34 -0.53 0.56
F 0.05 0.06 0.09
F -0.15 -0.02 -0.03
C 0.32 -0.49 -0.52
F -0.88 -0.04 0.24
F 0.33 0.73 -0.07
S 0.18 -0.29 -0.21
F 0.05 0.09 0.00
F -0.16 -0.03 0.07
F -0.03 0.22 -0.06
F 0.03 0.05 0.08
F -0.01 -0.08 -0.04
H -0.19 -0.01 0.07
H -0.17 -0.04 0.19
H -0.11 0.24 -0.36
H 0.11 0.18 0.17
H 0.00 -0.22 0.11
H 0.05 0.08 -0.19
H 0.26 0.10 0.06
H -0.21 -0.16 -0.11
H 0.13 -0.14 -0.25

***

Computed, not measured: C6H10N2 as an isolated structure in a non-equilibrium geometry, with ωB97M-V/def2-TZVPD.

Properties
- LUMO energy (eV) = 0.643
- gap between HOMO and LUMO (eV) = 8.0725
- energy above the lowest of the compared OMol25 structures with the same formula, charge and spin (eV) = 4.137

Last column: Löwdin charge in e.
Cartesian coordinates (Å):
C (1.462, -0.209, 0.375)  -0.105
C (0.442, -1.751, 1.125)  -0.008
N (1.378, -1.584, 0.146)  -0.114
C (0.451, 0.780, 0.064)  -0.307
C (-0.821, 0.370, -0.609)  -0.415
N (-1.968, 0.901, -0.026)  0.096
C (0.649, 2.083, 0.355)  0.043
C (-0.838, -0.377, -1.723)  0.029
H (1.623, -2.151, -0.650)  0.128
H (2.419, 0.178, 0.724)  0.116
H (-2.848, 0.521, -0.340)  0.089
H (-1.921, 1.067, 0.968)  0.092
H (0.752, -1.686, 2.157)  0.063
H (-0.570, -2.067, 0.891)  0.076
H (-0.077, 2.835, 0.086)  0.058
H (1.547, 2.413, 0.863)  0.055
H (0.083, -0.695, -2.185)  0.052
H (-1.765, -0.629, -2.222)  0.051

Cartesian forces, eV/Å:
C -0.49 -1.34 0.49
C 0.47 1.00 -0.28
N 0.46 0.11 -0.09
C -0.26 0.64 -0.14
C 0.00 -0.18 -0.26
N 0.00 0.06 -0.01
C -0.08 -0.51 -0.05
C 0.01 0.19 0.22
H -0.19 0.14 0.03
H -0.04 0.03 0.10
H 0.09 -0.01 0.03
H 0.03 -0.02 -0.08
H 0.10 -0.15 0.02
H -0.09 0.10 0.01
H -0.05 -0.03 0.00
H 0.04 -0.04 -0.04
H 0.01 0.04 0.00
H -0.02 -0.02 0.05

***

Computed, not measured: one molecule with the formula C2H3N3O in a non-equilibrium geometry, with ωB97M-V/def2-TZVPD.

Properties
- LUMO energy (eV) = 0.725
- gap between HOMO and LUMO (eV) = 12.0807
- SMILES string = Cc1nnno1
- energy above the lowest of the compared OMol25 structures with the same formula, charge and spin (eV) = 2.790

Last column: Löwdin charge in e.
Cartesian coordinates (Å):
C (1.167, 1.168, -1.141)  -0.020
C (0.331, 0.293, -0.390)  -0.530
N (-0.703, -0.361, -0.826)  0.099
N (-1.202, -0.967, 0.311)  -0.018
N (-0.577, -0.663, 1.333)  0.060
O (0.553, 0.124, 0.905)  0.023
H (2.029, 0.604, -1.732)  0.140
H (0.446, 1.677, -1.827)  0.098
H (1.491, 1.898, -0.231)  0.147

Cartesian forces, eV/Å:
C 1.97 1.97 0.20
C -0.93 -2.04 0.57
N 0.11 -0.18 0.72
N -0.29 0.51 -0.05
N 0.73 -0.52 -0.25
O -1.04 0.12 -0.03
H -1.75 1.49 1.47
H 1.14 -0.13 0.27
H 0.06 -1.23 -2.89

***

Computed, not measured: a 2-piece molecular cluster, C3H4O3S overall in a non-equilibrium geometry, with ωB97M-V/def2-TZVPD.

Properties
- LUMO energy (eV) = 0.151
- gap between HOMO and LUMO (eV) = 10.0970
- energy above the lowest of the compared OMol25 structures with the same formula, charge and spin (eV) = 4.963

Last column: Löwdin charge in e.
Cartesian coordinates (Å):
C (-0.933, 0.765, 2.107)  0.064
C (-1.729, 0.794, 1.211)  -0.260
C (1.353, -0.239, -1.344)  -0.102
O (-2.423, -0.744, -0.702)  -0.305
O (-4.183, 0.579, 0.446)  -0.443
O (0.325, -0.683, -1.759)  -0.004
S (-2.894, 0.752, -0.164)  0.845
H (-0.236, 0.764, 2.900)  0.023
H (-1.554, -0.759, -1.125)  0.009
H (2.288, -0.272, -1.928)  0.088
H (1.434, 0.235, -0.352)  0.084

Cartesian forces, eV/Å:
C -0.12 0.15 -0.21
C -0.39 -0.16 -0.61
C 0.59 0.31 0.33
O -1.07 0.46 0.58
O -0.57 -0.25 0.06
O -0.55 -0.21 -0.24
S 1.58 -0.55 0.03
H 0.20 -0.01 0.29
H 0.51 0.35 -0.16
H -0.06 -0.09 -0.12
H -0.12 0.00 0.05